2 unconnected molecules or ions with the total composition C2H9N4 in a non-equilibrium geometry. Source: the OMol25 dataset; level of theory: the ωB97M-V functional and the def2-TZVPD basis.

The value obtained for the orbital gap is 0.3583 Ha. The lowest unoccupied orbital energy is -3.106 eV. As for the charge: +1. As for the multiplicity: 1.

```
15
Properties=species:S:1:pos:R:3:forces:R:3
C 0.034944 1.603216 0.263494 -2.3 3.2 1.9
C 0.957628 -2.496969 -0.983616 0.0 2.1 1.3
N -0.906923 2.246823 0.614642 1.8 -0.9 -0.9
N 0.959243 0.977285 -0.226871 1.5 -1.8 -1.0
N 0.023733 -1.382183 -0.446213 -0.3 -0.3 3.1
N -1.650206 2.785628 1.529327 -3.0 1.5 0.7
H 1.772004 -2.630384 -0.261753 0.0 0.3 -0.6
H 0.408280 -3.381411 -1.015315 -0.9 -1.5 -0.1
H 1.244621 -2.221087 -1.998828 0.2 0.1 0.3
H 0.416732 -0.271490 -0.461881 0.7 -1.1 -0.4
H 1.878353 1.345472 -0.431520 -0.2 0.4 0.0
H -0.322512 -1.403057 0.624724 1.6 -0.8 -2.8
H -1.519047 2.984987 2.523139 1.2 -0.8 -0.6
H -0.857036 -1.481642 -0.883831 -1.1 0.1 -1.1
H -2.439814 3.324811 1.154502 0.8 -0.5 0.1
```
Forces are in eV/Å.

---

C3H4ClNO in the gas phase in a non-equilibrium geometry. Source: the OMol25 dataset; level of theory: the ωB97M-V functional and the def2-TZVPD basis.

The value obtained for the orbital gap is 0.3591 Ha. Its SMILES is O=CN/C=C/Cl. The lowest unoccupied orbital energy is 0.726 eV. As for the multiplicity: 1.

```
10
Properties=species:S:1:pos:R:3:forces:R:3
O 1.855343 -1.349662 -0.086574 -0.7 0.1 0.2
C 2.254741 -0.218936 0.016853 1.8 1.2 -0.8
N 1.518826 0.966057 0.118080 -1.5 0.8 -0.7
C 0.038388 1.079627 -0.144198 1.1 0.5 0.9
C -0.695646 -0.000325 0.097996 2.2 -1.3 0.3
Cl -2.348740 -0.242839 -0.002755 -1.2 0.4 -0.3
H 3.401511 -0.085384 -0.087432 -1.5 0.6 0.5
H 1.978518 1.901156 0.170388 -0.2 -1.7 -0.2
H -0.384463 2.107425 -0.367733 0.9 -1.4 0.2
H -0.126413 -0.922227 0.373732 -0.8 0.9 -0.3
```
Forces are in eV/Å.

---

C3H3ClN2S in the gas phase in a non-equilibrium geometry. Source: the OMol25 dataset; level of theory: the ωB97M-V functional and the def2-TZVPD basis.

The value obtained for the orbital gap (alpha / beta) is 0.2591 / 0.2929 Ha. Its SMILES is C/S(#N)=C(\Cl)C#N. The lowest unoccupied orbital energy (alpha / beta) is -2.052 / -1.295 eV. As for the multiplicity: 1.

```
10
Properties=species:S:1:pos:R:3:forces:R:3
C 1.319917 -1.032186 0.334740 -0.7 -0.2 2.8
S 0.284066 -0.108339 -0.830858 -0.4 1.0 1.7
N 0.762841 0.538645 -2.055421 0.6 0.0 -0.9
C -0.838568 0.780006 0.191684 -0.4 -0.6 -0.5
Cl -1.198372 0.407831 1.824206 0.4 -0.3 0.2
C -1.966194 1.310330 -0.484938 0.8 0.1 0.3
N -2.904930 1.828362 -0.894684 -0.5 0.2 -0.4
H 2.365530 -1.093070 0.110317 0.3 -0.4 -1.3
H 0.710949 -1.970178 0.367728 1.3 0.3 0.2
H 1.464764 -0.661400 1.437222 -1.2 -0.1 -2.0
```
Forces are in eV/Å.

---

A molecular structure, C43H112CdN7O17 in a non-equilibrium geometry. Source: the OMol25 dataset; level of theory: the ωB97M-V functional and the def2-TZVPD basis.

The value obtained for the orbital gap is 0.2514 Ha. The lowest unoccupied orbital energy is -2.992 eV. As for the charge: +1. As for the multiplicity: 1.

```
180
Properties=species:S:1:pos:R:3:forces:R:3
Cd -2.480874 -1.833652 2.082231 2.0 0.6 -1.1
C 0.219870 -0.081637 0.740180 -1.0 -0.5 -0.2
O -0.887749 -0.815801 1.168414 -0.2 -0.4 0.5
H 0.403245 -0.265126 -0.331504 -0.7 -0.4 0.7
H 0.023629 0.994480 0.842837 0.3 0.0 0.1
H 1.165112 -0.353961 1.229610 -0.1 0.3 0.0
C -3.662139 1.097968 1.225586 1.2 0.5 0.1
O -3.841301 -0.174202 1.851531 -1.2 0.4 0.0
C -5.186827 -0.527119 2.191969 0.3 -0.2 0.8
C -5.154127 -1.733208 3.137332 -0.3 -1.0 0.0
N -4.434975 -2.908554 2.546056 -0.6 0.5 1.3
C -3.978952 -3.923910 3.515150 0.8 -0.3 -0.2
C -2.903019 -4.769053 2.799947 -0.6 -0.1 -0.3
O -1.867387 -3.924673 2.296099 -0.1 -0.4 1.0
C -0.669886 -4.588875 1.891559 0.3 -0.5 0.0
H -3.763630 1.110193 0.138976 -0.8 -0.4 0.1
H -2.608197 1.358942 1.338494 -0.1 -0.1 0.4
H -4.256251 1.843413 1.748532 -0.2 0.1 -0.3
H -5.784722 -0.741768 1.304153 0.1 0.1 -0.1
H -5.624390 0.288466 2.773102 -0.2 0.1 -0.3
H -6.165241 -2.036390 3.428709 -0.1 0.3 -0.2
H -4.674525 -1.513077 4.094197 0.3 0.3 -0.2
H -5.039778 -3.370172 1.875853 0.2 0.2 -0.3
H -4.758650 -4.576150 3.916621 -0.1 0.0 -0.2
H -3.538269 -3.436091 4.389299 0.1 0.2 -0.1
H -3.372563 -5.246659 1.930776 0.0 -0.2 0.1
H -2.516498 -5.558148 3.446038 0.2 0.1 0.1
H -0.928427 -5.411667 1.221897 0.1 0.1 -0.1
H -0.134186 -4.993989 2.752188 -0.1 0.0 0.1
H -0.006956 -3.884846 1.397303 -0.2 0.2 0.0
C 8.013316 6.106671 -1.038623 -0.3 0.0 0.2
O 7.297347 4.884501 -1.079150 0.7 -0.1 0.2
C 7.579220 4.152925 -2.242106 -1.2 -0.7 -1.0
C 6.936179 2.763607 -2.150058 0.1 -0.2 0.4
N 5.581388 2.747024 -1.607367 -0.1 0.4 0.2
C 4.551513 3.234604 -2.520343 1.0 -0.5 -0.3
C 3.180110 3.106300 -1.900991 -0.3 -2.7 -0.2
O 2.845775 1.732566 -1.795809 0.4 -0.3 -0.1
C 1.739037 1.468099 -0.969247 0.6 0.7 -0.7
H 9.094085 5.949037 -1.082332 0.0 -0.1 -0.1
H 7.771966 6.575687 -0.086401 0.0 0.1 -0.1
H 7.695828 6.756339 -1.860599 0.1 0.1 0.0
H 8.633561 4.002026 -2.493722 0.2 0.4 0.4
H 7.089189 4.649863 -3.095182 0.3 0.3 0.0
H 7.538769 2.115877 -1.506311 0.1 0.1 0.0
H 6.939088 2.302365 -3.140528 0.0 0.0 0.0
H 5.606010 3.407460 -0.832326 0.0 -0.2 0.2
H 4.609175 2.626266 -3.426529 -0.2 0.0 0.0
H 4.697279 4.289728 -2.799837 0.8 -1.7 -0.3
H 2.447961 3.577025 -2.571035 0.2 -3.0 0.4
H 3.140238 3.570461 -0.906714 0.1 0.1 -0.1
H 0.870192 2.079093 -1.251348 0.8 -0.1 0.4
H 2.005919 1.664462 0.070677 -0.2 0.0 0.1
H 1.472840 0.421368 -1.099716 0.7 0.5 -0.3
C -0.836293 2.468656 -2.624999 -0.6 -0.9 0.0
O -0.517126 3.683384 -2.022967 0.3 0.2 0.0
C -0.875477 3.809198 -0.657136 0.2 -0.2 0.0
C -1.010849 5.286137 -0.348310 -0.3 0.6 -0.4
N 0.154700 6.118474 -0.620122 0.4 -0.5 0.0
C 1.403908 5.615474 -0.074592 0.8 0.3 -0.2
C 2.575829 6.475773 -0.591320 -0.7 -0.2 0.5
O 2.554423 6.651701 -1.983279 -0.1 0.6 -0.2
C 2.984848 5.511696 -2.693731 -0.2 1.9 0.5
H -0.386676 1.566150 -2.171933 0.0 0.4 -0.1
H -0.479326 2.513875 -3.650838 -0.3 0.0 -0.1
H -1.913584 2.260083 -2.542366 -0.1 0.3 -0.4
H -0.082524 3.338031 -0.060690 -0.2 0.1 0.2
H -1.815022 3.279900 -0.447688 -0.1 0.1 0.0
H -1.362283 5.438481 0.668866 0.3 -0.1 0.2
H -1.799227 5.708133 -0.981582 -0.1 -0.2 0.0
H 0.317778 6.126621 -1.623360 -0.3 0.3 0.0
H 1.636225 4.577081 -0.357212 -0.4 0.0 0.2
H 1.440655 5.696369 1.015160 -0.3 -0.1 0.0
H 3.505471 6.010757 -0.239347 0.2 0.1 -0.1
H 2.471437 7.456575 -0.127357 0.2 0.1 -0.2
H 2.418587 4.615319 -2.414599 -0.1 3.8 -0.3
H 4.041028 5.305397 -2.468220 -1.1 1.4 0.2
H 2.895049 5.688304 -3.761732 -0.1 0.2 -0.2
C 1.251785 3.526785 3.060361 0.2 0.0 -1.2
O -0.055151 3.943215 3.354742 -0.2 0.2 0.2
C -0.961155 2.864289 3.431043 0.3 -0.1 0.6
C -2.364976 3.384127 3.653629 -0.2 -0.3 -0.8
N -2.646531 4.286334 2.539876 0.1 -0.1 0.5
C -3.918599 4.996444 2.666666 0.5 -0.3 -0.1
C -3.879934 6.286605 1.880137 0.2 0.3 0.8
O -2.872074 7.099356 2.460717 0.3 -0.2 -0.2
C -2.618317 8.262701 1.690270 -0.1 -0.2 0.1
H 1.649316 2.734251 3.699747 -0.2 0.2 0.4
H 1.897597 4.401792 3.042660 0.0 0.0 0.4
H 1.293740 3.142071 2.025949 -0.1 -0.1 0.1
H -0.619455 2.232381 4.261428 -0.3 -0.3 -0.1
H -0.958559 2.287799 2.496418 0.2 0.0 0.0
H -2.527379 3.814610 4.649527 0.2 0.2 0.0
H -3.049954 2.529941 3.566703 0.1 -0.1 0.2
H -1.863082 4.932250 2.537334 -0.3 0.3 -0.1
H -4.155557 5.218855 3.715153 0.0 0.1 0.0
H -4.694142 4.333028 2.268694 -0.2 0.2 0.1
H -4.834778 6.805543 2.026430 -0.1 -0.1 -0.6
H -3.626713 6.101278 0.832461 -0.3 0.0 -0.1
H -3.533190 8.861799 1.639517 0.1 0.2 -0.1
H -2.285482 8.017538 0.675745 -0.1 -0.1 0.0
H -1.813877 8.797486 2.187385 -0.1 0.1 0.0
C -7.587148 -2.554104 -3.712788 -0.5 -0.3 -0.5
O -6.370930 -1.866403 -3.591060 0.4 0.2 -0.1
C -6.255341 -1.173408 -2.369970 0.1 -0.6 -0.1
C -4.946837 -0.429006 -2.332166 0.2 0.4 0.0
N -3.796788 -1.329741 -2.440282 -0.2 0.5 -0.6
C -2.562369 -0.580298 -2.699187 0.5 0.2 0.2
C -1.444313 -1.537511 -3.035673 -0.1 -1.2 -0.4
O -1.918417 -2.289225 -4.143799 -0.3 -0.1 0.1
C -1.049824 -3.341167 -4.512022 0.2 0.3 -0.2
H -7.543848 -3.209296 -4.582903 0.3 0.1 0.0
H -8.416257 -1.862649 -3.902318 0.0 0.0 0.3
H -7.805257 -3.194540 -2.850437 0.0 0.2 0.1
H -6.247353 -1.932301 -1.569401 -0.2 0.2 0.2
H -7.093620 -0.482586 -2.230874 0.0 0.0 0.1
H -4.907121 0.119871 -1.384818 0.1 -0.1 0.0
H -4.911070 0.337214 -3.119064 -0.2 -0.1 -0.1
H -3.961616 -1.866679 -3.291244 0.1 -0.4 0.2
H -2.322965 0.000602 -1.800922 0.2 0.0 -0.1
H -2.628886 0.119392 -3.542377 -0.4 0.1 0.1
H -1.246111 -2.254695 -2.225120 -0.1 0.2 0.2
H -0.483377 -1.092805 -3.316577 -0.2 0.5 0.2
H -0.102956 -2.900783 -4.843746 0.1 -0.3 0.0
H -1.511353 -3.890959 -5.327497 0.0 0.1 -0.1
H -0.860946 -4.053373 -3.704529 -0.1 0.2 0.2
C -2.513071 -7.493091 -4.765623 -0.3 0.1 0.5
O -2.129449 -6.548181 -3.775103 0.1 0.2 -0.5
C -2.124789 -7.094141 -2.480594 -0.6 0.1 0.3
C -1.089631 -6.368371 -1.656203 0.4 -0.5 0.4
N 0.229081 -6.487870 -2.286523 -0.1 1.0 0.6
C 1.335778 -6.145427 -1.365315 0.1 -0.3 -0.8
C 1.505459 -4.655091 -1.165996 0.6 -0.2 0.8
O 1.834998 -4.087002 -2.413066 -0.7 0.2 -0.2
C 1.831912 -2.671209 -2.351056 0.7 -0.4 0.7
H -2.713683 -7.019254 -5.724395 0.2 0.4 0.1
H -3.457511 -7.938866 -4.435356 0.1 -0.4 -0.2
H -1.711704 -8.221116 -4.901816 -0.2 -0.3 0.1
H -1.950955 -8.175294 -2.473639 0.4 0.1 -0.2
H -3.122417 -6.969801 -2.022983 0.0 0.1 0.0
H -1.011882 -6.862441 -0.679130 -0.2 0.0 0.0
H -1.415448 -5.336420 -1.449237 0.0 0.1 -0.2
H 0.277332 -5.713034 -2.945980 0.0 -0.5 -0.6
H 2.245082 -6.493772 -1.863336 0.1 0.0 0.2
H 1.258674 -6.704130 -0.431385 -0.1 0.2 0.1
H 2.319544 -4.465637 -0.451066 0.0 0.0 0.0
H 0.613929 -4.203835 -0.705634 -0.2 0.2 -0.4
H 0.915433 -2.313096 -1.876683 -0.2 0.1 -0.3
H 2.008283 -2.282424 -3.349220 -0.2 0.1 0.0
H 2.648730 -2.352402 -1.689002 0.1 0.2 -0.2
C 4.386906 0.322866 0.514344 -0.5 0.3 0.8
O 4.671522 -0.926324 1.105150 0.5 0.1 0.2
C 3.522081 -1.690636 1.381640 0.3 0.2 -0.6
C 3.947207 -2.868992 2.238980 -0.1 0.3 -0.5
N 2.805039 -3.745727 2.445576 -0.2 -0.2 0.3
C 3.038154 -4.936190 3.271025 -0.2 0.3 -0.1
C 3.707212 -4.706680 4.624528 0.5 0.0 -0.3
O 5.092659 -4.541558 4.353672 -0.1 0.3 0.1
C 5.786227 -3.775990 5.314991 0.6 -0.6 -0.2
H 3.470456 0.705610 0.983025 -0.2 0.0 -0.2
H 4.267516 0.297518 -0.565556 0.1 -0.1 -0.1
H 5.119181 1.079414 0.795171 0.5 -0.4 -0.2
H 3.093531 -2.016049 0.421331 -0.2 -0.3 0.2
H 2.765256 -1.048933 1.858308 0.2 -0.2 0.3
H 4.397578 -2.475498 3.153428 0.0 0.0 0.1
H 4.734193 -3.386041 1.687110 0.0 -0.2 0.1
H 2.059221 -3.199543 2.865089 0.1 0.0 0.1
H 3.651498 -5.620701 2.682639 0.0 -0.2 0.2
H 2.058651 -5.395693 3.433591 0.1 -0.1 0.0
H 3.599353 -5.551153 5.315499 -0.2 -0.1 -0.1
H 3.276271 -3.829355 5.123989 0.1 0.1 -0.1
H 6.851365 -3.865231 5.091459 -0.1 0.0 -0.2
H 5.669155 -4.221146 6.307654 -0.3 0.4 0.2
H 5.541310 -2.713006 5.254161 -0.3 0.0 0.3
O 0.812377 -1.756421 3.481214 0.0 0.0 0.0
H 0.577663 -1.340089 2.637962 -0.3 0.0 0.0
H -0.029732 -1.880897 3.920664 -0.1 0.0 0.2
O -3.039369 -2.428892 -0.000297 -0.2 -0.1 -0.5
H -3.521542 -3.168414 -0.383473 0.1 0.0 -0.1
H -3.163337 -1.720031 -0.666533 -0.1 -0.5 -0.3
```
Forces are in eV/Å.

---

A molecular structure, C14H26GaN5 in a non-equilibrium geometry. Source: the OMol25 dataset; level of theory: the ωB97M-V functional and the def2-TZVPD basis.

The value obtained for the orbital gap is 0.2179 Ha. The lowest unoccupied orbital energy is -8.718 eV. As for the charge: +2. As for the multiplicity: 1.

```
46
Properties=species:S:1:pos:R:3:forces:R:3
C -2.334797 -0.802378 0.367443 0.1 0.4 2.2
H -2.599662 -1.765366 0.753450 -1.2 -0.4 0.3
H -2.978144 0.044506 0.593062 -0.6 -0.3 0.1
H -1.727806 -0.613559 1.463753 0.5 -0.1 -2.0
C -2.200131 -0.949011 -1.139801 1.1 -0.3 0.1
H -1.558427 -0.264453 -1.605450 1.0 1.4 -0.5
H -1.771627 -1.887246 -1.388208 0.3 -1.1 -0.1
C -3.538210 -0.838655 -1.773245 -2.0 0.3 -0.5
H -3.547077 -1.076954 -2.840055 0.5 -0.1 0.1
H -4.294099 -1.488259 -1.335889 0.1 -0.2 0.2
H -3.963925 0.166213 -1.721645 0.2 0.1 0.2
C 1.722781 1.234455 -0.611542 -1.5 0.7 -0.1
C 0.818745 1.484878 -1.661886 0.1 0.2 2.2
C -0.420402 1.990860 -1.094917 1.2 0.2 2.4
C -0.268191 2.073471 0.332508 -1.7 0.0 -2.7
C 1.054934 1.541012 0.669245 1.6 -0.7 -0.6
C 1.765051 1.751617 1.963382 0.6 0.7 0.3
C -1.178946 2.787993 1.268499 0.2 0.0 0.4
C -1.538624 2.569932 -1.846940 -1.7 0.4 -0.8
C 1.101890 1.389386 -3.093141 0.4 -0.3 -0.5
C 3.150433 0.932140 -0.738502 1.2 -0.3 0.4
Ga 0.011177 -0.136002 0.875451 -0.2 0.1 -1.4
H -0.984914 2.469984 2.298898 -0.2 0.2 -0.1
H -1.000053 3.870546 1.226760 0.0 -0.2 0.0
H -2.229580 2.615161 1.043067 0.0 0.1 0.0
H 1.054563 1.705678 2.788301 0.2 0.2 0.2
H 2.519508 0.971758 2.115972 0.0 0.3 0.0
H 2.258450 2.738364 1.960034 -0.1 -0.3 0.2
H 3.427870 0.602024 -1.742799 -0.1 0.1 0.1
H 3.777040 1.811167 -0.488058 -0.3 -0.3 -0.2
H 3.431383 0.132013 -0.039248 0.2 0.5 -0.3
H 0.199335 1.252625 -3.679724 -0.1 0.0 -0.1
H 1.597547 2.305531 -3.430354 -0.1 -0.1 -0.1
H 1.780043 0.554510 -3.291285 0.0 0.1 -0.1
H -2.527542 2.345408 -1.367613 0.8 0.2 -0.3
H -1.481505 3.689387 -1.924641 0.1 -0.9 0.2
H -1.601792 2.189456 -2.890702 0.1 0.2 0.7
N 3.922132 -3.450038 0.068800 -0.2 6.1 3.2
N 2.683098 -2.853252 -0.246474 1.2 0.4 3.8
N 1.757865 -3.697286 -0.542599 -2.8 1.6 -1.3
C 0.633812 -2.949429 -0.392010 1.4 -0.6 -0.1
N 0.954032 -1.742856 0.161621 -0.5 -1.4 -0.4
N 2.262184 -1.695554 0.351124 0.8 -2.1 -1.7
H 4.685430 -2.714740 0.184100 -1.4 -1.5 -0.5
H 4.072227 -4.139158 -0.539588 1.0 -3.4 -3.2
H -0.323073 -3.268222 -0.778621 0.0 0.0 0.4
```
Forces are in eV/Å.